1.
A 2-piece molecular cluster, CH2N4O2 overall in a non-equilibrium geometry, computed with wB97M-V/def2-TZVPD.

The geometry in XYZ format:
```
9
CH2N4O2 (wB97M-V/def2-TZVPD)
H -0.7697 0.3241 -1.2472
N -1.1407 -0.1510 -0.4198
N -0.3129 -0.4469 0.3959
N 0.8003 -0.6033 0.6269
N 1.6662 -0.0949 1.2964
H 2.4436 -0.7767 1.5298
O 0.1958 -2.7173 -1.9320
C -0.9193 -2.9368 -2.0211
O -2.0508 -3.0139 -1.9428
```

The HOMO energy comes out at -9.331 eV. As for the total charge: 0. The calculation puts the HOMO-LUMO gap at 9.5628 eV. As for the molecular weight: 102.05 g mol⁻¹. The value obtained for the total energy is -408.67328 Eh. Its spin multiplicity is 1. The structure (SMILES) is [H]/N=N\N=N\[H].O=C=O.

---

2.
A single CH2N4O2 molecule in a non-equilibrium geometry, computed with wB97M-V/def2-TZVPD.

The geometry in XYZ format:
```
9
CH2N4O2 (wB97M-V/def2-TZVPD)
C -0.6278 -0.1711 -1.1907
N -0.1931 -0.2352 0.0419
N 0.0518 0.6664 -1.9296
N 0.7876 0.7067 0.0488
N 0.9686 1.1655 -1.2071
O 1.8733 2.1166 -1.4186
O 1.5192 0.9102 1.1142
H -1.4372 -0.8150 -1.3681
H 1.1163 1.0828 1.9659
```

The HOMO energy (alpha / beta) comes out at -6.332 / -10.544 eV. As for the total charge: 0. The calculation puts the HOMO-LUMO gap (alpha / beta) at 6.9570 / 7.7296 eV. As for the molecular weight: 102.05 g mol⁻¹. The value obtained for the total energy is -408.48209 Eh. Its spin multiplicity is 3.

---

3.
A single CH2N4O2S2 molecule in a non-equilibrium geometry, computed with wB97M-V/def2-TZVPD.

The geometry in XYZ format:
```
11
CH2N4O2S2 (wB97M-V/def2-TZVPD)
C 1.5600 -1.2660 0.6061
N -0.5274 -1.0452 1.1199
N -0.5100 -0.7904 -0.1364
N 0.6062 -1.3783 1.6358
N 0.8854 -0.9020 -0.5972
O -2.7557 -0.5338 -1.7243
O -2.6096 1.0783 0.2279
S 1.5139 -2.5159 -0.7162
S -2.5618 -0.4058 -0.3342
H 2.6844 -1.0343 0.9075
H -2.1752 1.7674 -0.4297
```

The HOMO energy comes out at -8.288 eV. As for the total charge: 0. The calculation puts the HOMO-LUMO gap at 6.8434 eV. As for the molecular weight: 166.19 g mol⁻¹. The value obtained for the total energy is -1204.97977 Eh. Its spin multiplicity is 1.

---

4.
A 2-piece molecular cluster, CH2N4P overall in a non-equilibrium geometry, computed with wB97M-V/def2-TZVPD.

The geometry in XYZ format:
```
8
CH2N4P (wB97M-V/def2-TZVPD)
C 0.2864 0.2877 0.4982
N 0.3417 -1.1359 0.2333
N 1.2836 0.9297 -0.0575
N 1.3970 -1.2393 -0.5137
N 1.9875 -0.0546 -0.5729
P -3.0022 0.3590 -0.4205
H -0.6103 0.7692 1.1124
H -1.6837 0.0842 -0.2793
```

The HOMO energy (alpha / beta) comes out at -4.321 / -4.295 eV. As for the total charge: -1. The calculation puts the HOMO-LUMO gap (alpha / beta) at 8.8758 / 6.4295 eV. As for the molecular weight: 101.03 g mol⁻¹. The value obtained for the total energy is -599.58268 Eh. Its spin multiplicity is 3.

---

5.
A 2-piece molecular cluster, CH2N7 overall in a non-equilibrium geometry, computed with wB97M-V/def2-TZVPD.

The geometry in XYZ format:
```
10
CH2N7 (wB97M-V/def2-TZVPD)
C 0.5743 0.2663 -2.1648
N -0.7192 -0.0826 -2.1340
N 1.0814 0.5152 -3.3240
N -1.0739 -0.0813 -3.4004
N -0.0675 0.3235 -4.1049
N 2.5051 -0.2027 0.2884
N 1.4788 0.0948 -0.2586
N 0.2400 0.2189 0.3723
H 0.1137 -0.2015 1.2680
H -0.3270 0.1098 -0.3818
```

The HOMO energy (alpha / beta) comes out at -4.453 / -4.282 eV. As for the total charge: -1. The calculation puts the HOMO-LUMO gap (alpha / beta) at 8.4408 / 8.0773 eV. As for the molecular weight: 112.08 g mol⁻¹. The value obtained for the total energy is -422.45283 Eh. Its spin multiplicity is 1.

---

6.
A single CH2NO2P molecule in a non-equilibrium geometry, computed with wB97M-V/def2-TZVPD.

The geometry in XYZ format:
```
7
CH2NO2P (wB97M-V/def2-TZVPD)
C -0.5144 1.1831 0.1574
N -0.3383 -0.1381 -0.0297
O 0.2388 1.9793 -0.3102
O 2.2793 0.4970 0.3098
P 1.1757 -0.3039 -0.1480
H -1.5767 1.3086 0.7065
H 1.2884 -1.5380 -0.8918
```

The HOMO energy comes out at -10.535 eV. As for the total charge: 0. The calculation puts the HOMO-LUMO gap at 9.9137 eV. As for the molecular weight: 91.01 g mol⁻¹. The value obtained for the total energy is -585.84660 Eh. Its spin multiplicity is 1.

---

7.
CH2NO2S2 as an isolated structure in a non-equilibrium geometry, computed with wB97M-V/def2-TZVPD.

The geometry in XYZ format:
```
8
CH2NO2S2 (wB97M-V/def2-TZVPD)
C -1.7352 2.8842 0.3746
N -1.5608 1.7880 0.0211
O 2.0387 -0.4041 1.2221
O 2.0154 -2.0860 -0.5454
S -0.6197 -0.8481 0.2688
S 1.6654 -0.7329 -0.1664
H -0.5597 -1.3599 -0.9966
H -1.2441 0.7589 -0.1780
```

The HOMO energy comes out at -4.626 eV. As for the total charge: -1. The calculation puts the HOMO-LUMO gap at 8.2654 eV. As for the molecular weight: 124.17 g mol⁻¹. The value obtained for the total energy is -1040.94010 Eh. Its spin multiplicity is 1.

---

8.
An isolated ion of composition CH2NO2S2 and charge -1 in a non-equilibrium geometry, computed with wB97M-V/def2-TZVPD.

The geometry in XYZ format:
```
8
CH2NO2S2 (wB97M-V/def2-TZVPD)
N 0.2231 0.8202 -0.7262
C 0.8057 0.1426 0.2001
S 2.4362 0.2138 0.6771
S -0.7020 -0.9042 0.9932
O -1.7760 -0.2979 0.0785
O -0.5223 -2.2857 0.6354
H 0.4138 1.7258 -1.2582
H -0.8785 0.5854 -0.5998
```

The HOMO energy comes out at -3.692 eV. As for the total charge: -1. The calculation puts the HOMO-LUMO gap at 7.3796 eV. As for the molecular weight: 124.17 g mol⁻¹. The value obtained for the total energy is -1040.95165 Eh. Its spin multiplicity is 1. The structure (SMILES) is NC([S-])=S(=O)=O.

---

9.
A 2-piece molecular cluster, CH2NO3P overall in a non-equilibrium geometry, computed with wB97M-V/def2-TZVPD.

The geometry in XYZ format:
```
8
CH2NO3P (wB97M-V/def2-TZVPD)
N 1.3457 0.0674 -0.8487
C 1.3684 1.0477 -0.1473
O 1.6341 1.8290 0.6718
H 1.1407 0.0504 -1.7925
O -1.6140 -0.2177 -1.1813
P -1.9070 -0.2712 0.2131
O -0.9164 -1.2511 1.0943
H -1.0515 -1.2546 1.9906
```

The HOMO energy comes out at -10.534 eV. As for the total charge: 0. The calculation puts the HOMO-LUMO gap at 10.4021 eV. As for the molecular weight: 107.00 g mol⁻¹. The value obtained for the total energy is -661.17105 Eh. Its spin multiplicity is 1. The structure (SMILES) is N=C=O.O=PO.

---

10.
A 2-piece molecular cluster, CH2NO3P overall in a non-equilibrium geometry, computed with wB97M-V/def2-TZVPD.

The geometry in XYZ format:
```
8
CH2NO3P (wB97M-V/def2-TZVPD)
N -0.8109 -0.0816 1.1794
C -1.1765 0.9092 1.7487
O -1.5587 1.9542 2.0966
H -0.5571 -0.8930 1.7762
O 2.1789 0.0535 -0.4794
P 1.0869 -0.7984 -0.9083
O 0.7472 -0.2621 -2.4442
H 0.0901 -0.8817 -2.9689
```

The HOMO energy comes out at -10.415 eV. As for the total charge: 0. The calculation puts the HOMO-LUMO gap at 10.5341 eV. As for the molecular weight: 107.00 g mol⁻¹. The value obtained for the total energy is -661.17437 Eh. Its spin multiplicity is 1. The structure (SMILES) is N=C=O.O=PO.

---

11.
A 2-piece molecular cluster, CH2NO3PS overall in a non-equilibrium geometry, computed with wB97M-V/def2-TZVPD.

The geometry in XYZ format:
```
9
CH2NO3PS (wB97M-V/def2-TZVPD)
C -0.8174 -1.2477 -0.1922
N -0.8269 -2.3927 -0.2916
O -1.4930 0.7462 1.4710
O -2.2717 0.8485 -0.9752
O 0.1907 1.1704 -0.4395
P -1.2056 0.5146 0.0211
S 2.3880 -0.6318 0.4439
H 0.9142 0.5830 -0.0432
H 3.1218 0.4095 0.0057
```

The HOMO energy (alpha / beta) comes out at 2.528 / -2.993 eV. As for the total charge: -2. The calculation puts the HOMO-LUMO gap (alpha / beta) at 2.7590 / 6.2771 eV. As for the molecular weight: 139.07 g mol⁻¹. The value obtained for the total energy is -1059.32969 Eh. Its spin multiplicity is 3.

---

12.
A single CH2NO3PS molecule in a non-equilibrium geometry, computed with wB97M-V/def2-TZVPD.

The geometry in XYZ format:
```
9
CH2NO3PS (wB97M-V/def2-TZVPD)
C -0.2008 -1.8684 0.4365
N 0.7830 -1.9640 1.0536
O -1.0012 0.2214 1.4056
O -1.1083 1.2108 -0.9242
O -3.2618 0.5955 0.0191
P -1.8163 0.5018 0.2299
S -1.3337 -1.8451 -0.6189
H 1.3073 -1.9080 1.9512
H -1.8435 1.5944 -1.3471
```

The HOMO energy comes out at -10.469 eV. As for the total charge: 0. The calculation puts the HOMO-LUMO gap at 10.7489 eV. As for the molecular weight: 139.07 g mol⁻¹. The value obtained for the total energy is -1059.37334 Eh. Its spin multiplicity is 1.